1.
Here is a cluster of 6 separate species, C22H50O16P2 in total from the OMol25 dataset. Energies are from ωB97M-V/def2-TZVPD.

Its SMILES is COP(=O)(OC)OC.COP(=O)(OC)OC.CCOC(C)=O.CCOC(C)=O.CCOC(C)=O.CCOC(C)=O. For the molar mass, the calculation gives 632.57 Da. The calculation puts the energy relative to the best compared isomer or geometry (same formula, charge and spin) at 0.0 kJ/mol. The value obtained for the total energy is -2755.0407 hartree. For the LUMO energy, the calculation gives 0.46 eV. For the HOMO energy, the calculation gives -10.27 eV. The HOMO-LUMO gap is 10.73 eV.

ORCA input file:
```
! wB97M-V def2-TZVPD RIJCOSX def2/J DEFGRID3
* xyz 0 1
P -5.181 0.166 -0.318
P 1.982 4.550 3.277
O 2.298 -6.026 4.102
O -1.240 -0.330 -4.881
O 2.892 3.330 3.699
O -1.920 1.805 -4.720
O 1.265 5.202 4.354
O 0.867 -1.055 1.826
O 2.982 5.460 2.458
O -4.809 0.410 1.068
O 1.054 3.988 2.125
O -6.710 -0.167 -0.496
O 4.068 1.733 -1.430
O -1.044 -0.755 0.659
O -4.407 -1.007 -1.030
O -4.892 1.373 -1.289
O 3.787 -4.414 4.554
O 3.269 0.195 -2.859
C -1.731 1.074 -0.675
C -0.038 3.149 2.455
C 5.477 2.248 -3.366
C 0.227 1.193 -3.819
C -7.285 -0.567 -1.749
C 3.541 -5.569 4.328
C 3.529 0.540 -1.732
C -0.989 -2.500 2.198
C 2.838 6.881 2.529
C -1.099 0.942 -4.492
C -4.196 -2.223 -0.302
C 3.165 -0.243 -0.510
C 1.257 -5.038 4.156
C 4.550 -6.684 4.313
C 3.539 2.516 2.724
C -0.282 -1.337 1.574
C -0.528 0.396 -0.053
C -0.022 -5.703 3.745
C 4.290 2.624 -2.523
C -4.954 2.722 -0.804
C -2.208 -1.908 -6.375
C -2.461 -0.679 -5.549
H 1.994 7.222 1.932
H -3.363 -2.748 -0.770
H 5.443 -6.334 3.807
H -1.343 -1.796 -7.034
H -0.039 -6.769 3.955
H -0.527 2.856 1.532
H -3.041 -2.107 -7.054
H -0.463 -2.961 3.026
H -3.877 -2.002 0.715
H 1.161 -4.721 5.198
H 4.437 3.590 -2.039
H 0.010 1.032 0.648
H 0.317 2.245 2.964
H 4.778 -6.908 5.358
H -4.061 2.938 -0.228
H -5.841 2.903 -0.196
H 2.930 -1.267 -0.789
H -6.522 -0.877 -2.460
H -3.215 -0.853 -4.779
H -1.995 -2.249 2.536
H 4.495 2.959 2.445
H 0.181 0.010 -0.785
H 3.723 1.540 3.168
H -7.960 -1.394 -1.542
H 2.707 7.217 3.558
H 5.766 3.087 -3.999
H -0.743 3.650 3.119
H 6.317 1.980 -2.723
H -0.884 -5.176 4.154
H 5.255 1.412 -4.025
H -1.401 2.045 -1.048
H 3.753 7.341 2.161
H -2.482 1.277 0.089
H 4.110 -7.590 3.907
H 1.519 -4.179 3.543
H 0.361 2.271 -3.795
H -2.044 -2.816 -5.792
H 3.996 -0.262 0.197
H -2.136 0.367 -1.393
H 0.214 0.809 -2.802
H -1.097 -3.284 1.441
H -0.187 -5.649 2.660
H -5.090 -2.841 -0.354
H -5.040 3.350 -1.687
H 3.394 2.729 -3.140
H 2.927 2.372 1.833
H 2.302 0.172 0.006
H -7.860 0.263 -2.154
H -2.793 0.146 -6.178
H 1.034 0.704 -4.358
*
```

2.
Here is a cluster of 6 separate species, C4H20O7 in total from the OMol25 dataset. Energies are from ωB97M-V/def2-TZVPD.

Its SMILES is OCCCCO.O.O.O.O.O. For the molar mass, the calculation gives 180.20 Da. The calculation puts the energy relative to the best compared isomer or geometry (same formula, charge and spin) at 337.7 kJ/mol. The value obtained for the total energy is -690.9487 hartree. For the LUMO energy, the calculation gives 0.12 eV. For the HOMO energy, the calculation gives -10.73 eV. The HOMO-LUMO gap is 10.84 eV.

ORCA input file:
```
! wB97M-V def2-TZVPD RIJCOSX def2/J DEFGRID3
* xyz 0 1
O 1.451 -1.901 -0.191
O 2.907 1.986 0.408
O -0.938 3.554 -2.385
O -0.287 1.950 -0.402
O -2.445 -2.626 -2.851
O 1.243 0.681 2.434
O 2.046 -2.211 2.794
C -0.786 -1.056 0.164
C 0.479 -1.108 -0.758
C -1.663 0.098 -0.221
C -1.212 1.366 0.515
H 2.093 0.645 2.728
H -2.196 -1.651 -2.449
H 0.318 -1.617 -1.763
H 2.134 2.022 -0.224
H 0.926 -2.617 0.286
H -2.755 0.013 -0.064
H 2.974 1.031 0.669
H -1.142 -2.092 0.213
H -0.476 -0.979 1.219
H 0.830 -0.180 -1.048
H -1.791 3.067 -2.565
H -1.972 2.136 0.580
H 0.487 1.260 -0.440
H 2.136 -3.062 2.236
H -0.815 3.335 -1.414
H 0.861 1.480 2.697
H 2.047 -1.414 2.285
H -1.660 -3.237 -2.620
H -1.796 0.043 -1.394
H -0.997 1.081 1.560
*
```

3.
Here is a cluster of 16 separate species, C64H176N16O16 in total from the OMol25 dataset. Energies are from ωB97M-V/def2-TZVPD.

For the molar mass, the calculation gives 1426.21 Da. The calculation puts the energy relative to the best compared isomer or geometry (same formula, charge and spin) at 514.1 kJ/mol. The value obtained for the total energy is -4623.4892 hartree. For the LUMO energy, the calculation gives 0.35 eV. For the HOMO energy, the calculation gives -8.35 eV. The HOMO-LUMO gap is 8.70 eV.

ORCA input file:
```
! wB97M-V def2-TZVPD RIJCOSX def2/J DEFGRID3
* xyz 0 1
O 0.077 -0.504 6.221
O 1.326 3.104 -3.800
O 4.838 0.380 -2.519
O 2.453 -6.656 0.973
O -5.125 -3.419 -0.120
O -0.338 -0.953 -0.603
O -3.939 0.298 -5.187
O -6.884 1.452 -2.727
O 1.912 5.595 1.848
O -4.189 2.659 4.204
O -2.887 4.708 -4.458
O 1.842 -5.074 5.012
O -3.274 -1.853 7.369
O 3.371 1.574 3.595
O 8.519 -2.753 -1.400
O 5.226 -4.461 -6.547
N -9.113 4.072 -4.197
N 5.836 -3.861 -2.271
N -1.382 -3.463 0.014
N 5.319 0.528 -5.245
N -3.546 -2.290 3.762
N -1.386 2.387 -3.639
N 0.950 -4.636 -1.744
N 5.776 2.068 5.331
N -0.966 -0.436 9.070
N -2.169 4.645 -1.751
N -0.209 3.944 0.601
N 3.282 3.148 -7.032
N -1.661 1.315 1.999
N -6.892 3.776 3.591
N 3.669 -4.607 -4.044
N -1.189 -4.311 3.023
C -8.304 2.866 -4.099
C -1.803 0.354 0.929
C -2.865 -1.918 5.969
C 7.399 -3.060 -0.588
C -3.365 5.746 -3.644
C 4.526 -4.675 -7.721
C -4.228 -4.017 5.413
C 3.720 2.738 4.180
C -6.131 1.378 -1.527
C -7.498 2.800 -2.839
C 0.006 0.170 4.985
C -6.039 3.145 2.632
C -5.052 2.116 3.211
C 0.968 -1.285 -0.984
C 2.350 2.812 -4.749
C 0.615 5.496 2.365
C 1.007 -1.954 8.776
C 0.482 -4.641 4.844
C 2.194 -5.303 6.404
C 3.342 -6.301 1.978
C 1.033 -5.740 -0.848
C -0.369 -0.160 0.556
C -1.841 4.867 2.045
C 1.624 2.423 -2.496
C -2.649 0.856 -0.231
C 4.411 2.550 5.523
C 0.162 -4.546 3.320
C -3.992 -2.551 5.110
C 2.253 3.595 -6.114
C 6.146 0.685 -2.999
C -1.342 0.015 -4.032
C 3.072 -2.196 -4.276
C 0.943 -3.366 2.763
C -4.219 -0.775 7.652
C -2.676 -3.569 -0.651
C -3.445 5.171 -2.148
C -7.464 2.813 -5.454
C -0.497 5.186 1.368
C 0.414 -0.503 8.656
C 4.733 -2.689 -0.588
C -2.800 -5.065 -0.991
C -3.423 1.369 -4.417
C -3.751 0.321 -6.590
C -3.628 1.569 4.945
C 6.024 -2.776 -1.360
C 2.892 6.096 2.754
C -5.537 -2.676 -1.178
C 2.253 -5.574 0.054
C 6.305 0.030 -4.334
C -1.893 1.323 -4.445
C -5.414 4.248 1.790
C -3.742 -3.174 0.334
C -3.825 6.247 -1.095
C 4.737 3.859 6.316
C 4.823 -3.353 -5.769
C 1.143 -7.009 -1.696
C 2.566 1.728 2.461
C 0.669 0.257 7.228
C -2.617 5.121 -5.803
C 3.504 -3.583 -5.013
C 9.762 -2.927 -0.776
C 0.951 3.412 -6.869
C 7.685 0.354 -5.001
C 4.566 0.855 -1.228
H 3.504 -7.183 2.597
H 5.560 -3.195 -4.981
H -6.106 5.071 1.616
H -1.544 -0.403 8.242
H 0.098 3.731 -6.270
H 4.518 0.596 -4.634
H 2.252 0.778 2.029
H -2.448 4.312 -6.513
H 4.339 3.246 3.440
H -2.332 5.770 2.407
H -1.699 -5.181 3.076
H 6.288 2.756 4.797
H 3.140 -5.376 -0.548
H 0.887 -1.975 -1.824
H -0.254 0.040 -4.075
H 2.670 -4.027 -5.557
H 3.876 -2.847 -1.242
H -6.713 3.602 -5.470
H 2.350 -2.353 -3.475
H 9.784 -2.201 0.037
H -1.921 -2.460 5.920
H 3.576 0.548 -0.892
H -3.552 -3.869 1.151
H 2.922 5.352 3.549
H -4.283 1.035 5.633
H 0.485 -5.449 2.802
H 4.065 -5.444 -4.449
H -2.058 3.664 -1.965
H 4.621 -3.601 -0.002
H 0.741 2.351 -7.002
H -4.319 -0.516 -6.997
H -1.682 5.682 -5.800
H 3.930 -1.841 -3.704
H 10.004 -3.933 -0.433
H -4.221 4.406 -2.177
H 1.750 0.252 7.084
H 4.698 -5.643 -8.190
H 0.770 2.575 -1.835
H -4.475 1.598 2.445
H -1.615 1.448 -5.492
H 0.631 4.628 3.024
H 4.481 -4.364 -3.495
H 1.638 2.224 2.746
H -2.724 6.625 -3.576
H 1.836 -4.699 -2.225
H 5.370 0.593 -0.539
H -4.315 6.131 -4.015
H 6.156 1.772 -3.083
H -6.301 4.365 4.161
H -2.792 -2.942 3.596
H 7.719 -0.037 -6.018
H 3.823 4.229 6.781
H -2.986 6.886 -0.816
H -6.810 3.641 -2.749
H -2.603 1.474 2.327
H 5.638 1.471 -5.415
H 0.179 -5.870 -0.183
H 0.273 -3.798 5.503
H 1.589 -4.701 7.082
H 0.894 3.970 -7.803
H 0.438 1.322 7.265
H 7.459 -2.397 0.275
H -2.564 -5.831 -0.252
H -1.826 -0.815 -4.547
H 3.111 2.229 1.661
H 2.353 4.646 -5.845
H 3.902 1.848 6.184
H -1.178 -1.366 9.403
H 2.014 -3.398 2.964
H 1.950 -6.934 -2.425
H 3.247 -5.202 6.664
H 4.462 -1.824 0.016
H -4.304 -4.330 6.455
H -3.802 1.311 -3.396
H 1.605 -1.764 -0.240
H -4.578 4.743 2.283
H -7.155 3.030 4.219
H 5.383 3.584 7.150
H -1.997 -5.166 -1.721
H 2.603 7.059 3.174
H 1.254 -7.920 -1.108
H 3.890 6.202 2.328
H -3.592 -2.135 0.629
H -1.426 2.219 1.614
H 5.206 4.635 5.710
H 7.379 -4.061 -0.157
H 2.860 3.387 4.345
H 2.618 -1.425 -4.898
H -4.608 -0.876 8.665
H -3.143 -1.366 3.695
H 8.478 -0.175 -4.473
H -6.740 2.630 1.976
H -8.133 3.040 -6.284
H -0.416 1.173 5.035
H 1.745 1.343 -2.578
H -8.215 2.972 -2.035
H -2.582 4.509 1.330
H -5.165 -2.909 -2.175
H 1.090 -2.424 9.756
H -0.637 6.143 0.865
H 10.602 -2.723 -1.439
H -3.605 1.252 0.112
H 3.137 3.686 -7.875
H -0.412 2.496 -3.880
H 4.646 1.941 -1.271
H 2.942 -5.545 2.654
H -4.937 -2.056 5.336
H -2.711 0.034 -6.744
H -3.676 0.165 7.553
H -1.520 5.062 -2.403
H 0.713 4.036 0.199
H 0.215 -7.160 -2.247
H -5.018 -0.845 6.914
H 6.737 -3.895 -2.726
H 0.650 -2.415 3.207
H 2.369 1.740 -4.946
H -0.070 -0.775 1.405
H -3.758 -5.193 -1.495
H -1.242 -4.102 2.036
H -2.887 2.090 5.551
H 1.444 -0.375 -1.347
H 6.127 -1.879 -1.971
H 0.917 -3.353 1.673
H 3.303 3.125 -4.322
H 6.242 -1.041 -4.142
H 5.722 1.298 4.679
H 4.282 -5.972 1.535
H -1.089 -2.498 -0.049
H -3.901 2.284 -4.766
H -6.620 -2.801 -1.200
H 2.001 -6.318 6.750
H 1.038 0.055 9.354
H 7.823 1.435 -4.992
H 5.767 -4.735 -1.769
H -1.696 4.095 2.800
H -5.618 0.422 -1.423
H 4.800 -3.910 -8.447
H -3.032 0.907 4.316
H -1.602 -0.172 -2.990
H -0.520 -0.459 4.266
H 0.236 -4.778 -2.444
H 3.301 2.187 -7.340
H 3.448 -4.692 -7.555
H 0.373 -2.619 8.188
H -5.744 1.381 3.622
H -0.115 -5.468 5.228
H -2.568 -0.906 5.693
H 2.405 2.888 -1.894
H -3.968 1.257 -7.104
H -4.593 6.819 -1.614
H 6.800 0.230 -2.254
H -4.994 3.893 0.849
H 4.764 -2.476 -6.413
H -5.369 -1.628 -0.927
H -5.342 2.129 -1.502
H -1.850 3.196 -4.027
H -2.854 0.103 -0.993
H -3.436 5.788 -6.072
H 0.365 0.640 0.455
H -2.345 -0.473 1.388
H -0.835 4.010 -0.189
H 2.001 -2.050 8.339
H 2.185 -4.647 0.623
H -6.798 1.473 -0.670
H -0.676 -3.800 -0.625
H -7.041 1.825 -5.638
H -3.327 -4.539 5.090
H -9.536 4.350 -3.323
H -5.111 -4.448 4.942
H -2.721 -2.873 -1.488
H -4.255 5.820 -0.189
H -2.157 1.731 -0.656
H 0.366 6.343 3.004
H -9.043 2.066 -4.061
H 1.012 0.303 4.588
H -8.550 4.886 -4.395
*
```

4.
Here is a structure of composition C5H8BrFS from the OMol25 dataset. Energies are from ωB97M-V/def2-TZVPD.

For the molar mass, the calculation gives 199.09 Da. The value obtained for the total energy is -3267.1969 hartree. For the LUMO energy (alpha / beta), the calculation gives 0.67 / -2.71 eV. As for the expectation value of S²: 2.02. For the HOMO energy (alpha / beta), the calculation gives -6.68 / -9.24 eV. The HOMO-LUMO gap (alpha / beta) is 7.35 / 6.52 eV.

ORCA input file:
```
! wB97M-V def2-TZVPD RIJCOSX def2/J DEFGRID3
* xyz 0 3
Br 0.617 -2.456 -1.561
S -1.794 -0.690 -1.926
F 0.482 -1.104 1.559
C -0.248 -0.754 -1.458
C 0.388 0.353 -0.772
C -0.131 0.038 1.207
C 1.902 0.560 -0.797
C -1.650 0.068 1.301
H -2.079 -0.178 2.364
H 2.419 -0.578 -0.782
H -2.228 -0.717 0.719
H 2.329 1.047 -1.710
H 2.066 1.234 0.023
H 0.153 0.862 1.828
H -0.308 1.223 -0.822
H -1.920 1.093 0.827
*
```

5.
Here is the ion C2H3F2O2S with charge -1 from the OMol25 dataset. Energies are from ωB97M-V/def2-TZVPD.

For the molar mass, the calculation gives 129.11 Da. The calculation puts the energy relative to the best compared isomer or geometry (same formula, charge and spin) at 66.6 kJ/mol. The value obtained for the total energy is -826.4158 hartree. For the LUMO energy, the calculation gives 4.14 eV. For the HOMO energy, the calculation gives -3.45 eV. The HOMO-LUMO gap is 7.59 eV.

ORCA input file:
```
! wB97M-V def2-TZVPD RIJCOSX def2/J DEFGRID3
* xyz -1 1
S 0.698 1.709 0.397
F 1.082 -0.335 -1.614
F -0.812 0.546 -1.715
O -0.661 2.217 0.503
O 1.230 1.057 1.618
C -0.439 -1.187 0.214
C 0.128 0.187 -0.772
H 0.224 -1.078 1.194
H -1.499 -1.050 0.417
H 0.047 -2.064 -0.243
*
```

6.
Here is a structure of composition C21H21CrN4O5S2Se from the OMol25 dataset. Energies are from ωB97M-V/def2-TZVPD.

For the molar mass, the calculation gives 604.51 Da. The calculation puts the energy relative to the best compared isomer or geometry (same formula, charge and spin) at 30.0 kJ/mol. The value obtained for the total energy is -5650.2838 hartree. For the LUMO energy (alpha / beta), the calculation gives -0.53 / -0.71 eV. As for the expectation value of S²: 0.76. For the HOMO energy (alpha / beta), the calculation gives -8.15 / -8.06 eV. The HOMO-LUMO gap (alpha / beta) is 7.62 / 7.35 eV.

ORCA input file:
```
! wB97M-V def2-TZVPD RIJCOSX def2/J DEFGRID3
* xyz 0 2
Se -0.990 -3.234 -0.910
Cr -0.015 -0.832 -0.053
S -0.697 -0.465 -2.975
S -1.403 1.066 0.378
O -1.738 -1.760 -0.578
O -0.730 -3.395 -2.490
O 0.458 -2.684 -0.165
O 0.398 -0.312 -1.896
O -1.627 -4.469 -0.141
N 1.927 -0.751 0.676
N -0.283 -0.860 1.945
N -1.481 -0.585 2.510
N -3.339 0.688 2.163
C -2.329 -1.088 -7.793
C 1.998 -1.194 1.948
C -1.055 1.241 -3.478
C -5.019 1.403 -5.105
C 4.363 -1.436 1.774
C -1.168 -0.332 -7.813
C -2.446 1.314 -4.054
C -2.658 1.778 -5.345
C 0.727 -1.188 2.658
C 3.038 -0.661 -0.049
C -2.636 -1.860 -6.679
C -3.942 1.826 -5.869
C -3.530 0.893 -3.287
C -4.811 0.939 -3.813
C 3.208 -1.551 2.526
C -0.323 -0.331 -6.711
C -1.786 -1.875 -5.585
C 4.282 -0.978 0.467
C -0.628 -1.098 -5.594
C 0.253 -1.070 -4.379
C -2.112 0.302 1.778
H -6.020 1.433 -5.516
H -1.815 2.094 -5.948
H 3.231 -1.913 3.544
H 0.655 -1.335 3.729
H 0.554 -2.067 -4.051
H 5.320 -1.707 2.200
H -0.983 1.790 -2.536
H -2.010 -2.487 -4.718
H -3.870 1.316 1.592
H -3.538 -2.457 -6.664
H 1.127 -0.428 -4.498
H -2.994 -1.082 -8.647
H -0.293 1.610 -4.165
H -5.648 0.605 -3.214
H 2.906 -0.333 -1.072
H -0.920 0.262 -8.683
H 0.582 0.267 -6.721
H -4.098 2.186 -6.878
H 5.162 -0.878 -0.152
H -3.758 0.253 2.966
H -3.368 0.520 -2.281
*
```

What is the formula in the first record? C22H50O16P2

molar mass of number 3 (C64H176N16O16)? 1426.21 Da

molar mass of number 6 (C21H21CrN4O5S2Se)? 604.51 Da